No. 1
Molecular formula: C40H30AsBr2Cl5N3O4RuS
Method: DFT, wB97M-V/def2-TZVPD

ORCA input file:
```
! RIJCOSX wB97M-V def2-TZVPD def2/J DEFGRID3
* xyz 0 2
Ru 0.075 -0.235 0.116
C 3.592 0.255 -0.346
C 3.143 -1.092 0.130
C 4.080 -2.149 0.134
C 3.753 -3.369 0.640
C 2.472 -3.567 1.197
C 2.015 -4.759 1.806
Br 3.163 -6.261 1.925
C 0.757 -4.841 2.330
C -0.116 -3.746 2.258
Br -1.857 -3.890 2.953
C 0.256 -2.574 1.641
O -0.530 -1.531 1.515
C 1.579 -2.485 1.132
N 1.915 -1.273 0.575
H 4.574 0.475 0.074
H 2.900 1.035 -0.043
H 3.688 0.274 -1.434
H 5.064 -1.961 -0.272
H 4.466 -4.182 0.636
H 0.419 -5.755 2.797
O -0.732 -3.222 -0.903
S -0.164 -2.696 -2.109
O 0.857 -3.478 -2.766
N 0.373 -1.202 -1.782
C 0.985 -0.462 -2.772
C 1.362 -0.880 -4.036
C 1.956 0.017 -4.942
C 2.185 1.327 -4.627
C 1.808 1.797 -3.351
C 1.992 3.132 -2.935
C 1.584 3.514 -1.690
C 0.995 2.561 -0.847
N 0.825 1.302 -1.187
C 1.214 0.903 -2.436
C -1.460 -2.472 -3.301
C -1.911 -3.603 -3.971
C -2.968 -3.488 -4.858
C -3.560 -2.251 -5.082
C -3.092 -1.125 -4.422
C -2.040 -1.234 -3.523
H 1.216 -1.907 -4.332
H 2.235 -0.356 -5.919
H 2.642 2.009 -5.332
H 2.452 3.839 -3.614
H 1.696 4.529 -1.337
H 0.653 2.851 0.132
H -1.437 -4.559 -3.790
H -3.333 -4.366 -5.376
H -4.389 -2.166 -5.772
H -3.553 -0.160 -4.593
H -1.685 -0.365 -2.987
Cl -6.914 1.960 -2.394
C -5.458 1.339 -1.713
C -4.429 2.192 -1.342
Cl -4.629 3.894 -1.531
C -3.238 1.684 -0.819
Cl -2.014 2.783 -0.279
C -3.015 0.307 -0.672
O -1.933 -0.248 -0.244
C -4.117 -0.535 -0.986
Cl -3.920 -2.215 -0.696
C -5.295 -0.035 -1.511
Cl -6.570 -1.111 -1.938
C 1.287 0.059 3.571
As 0.165 0.993 2.302
C -1.580 0.922 3.132
C 0.671 2.881 2.590
C 0.723 3.257 4.041
C -0.416 3.712 4.700
C -0.371 4.037 6.048
C 0.816 3.916 6.756
C 1.960 3.474 6.106
C 1.912 3.147 4.760
H 1.185 0.514 4.554
H 2.329 0.090 3.255
H 0.954 -0.977 3.607
H -1.496 1.057 4.209
H -2.001 -0.055 2.899
H -2.210 1.701 2.704
H -0.085 3.474 2.070
H 1.633 3.056 2.107
H -1.345 3.817 4.152
H -1.265 4.391 6.544
H 0.851 4.172 7.807
H 2.892 3.385 6.649
H 2.810 2.805 4.257
*
```

LUMO (alpha / beta) in eV: -0.59 / -1.40
ΔE to the lowest compared entry with this formula, charge and spin in kcal/mol: 17.1

In elementary charge units, the Mulliken charges are: 0.280 -1.482 0.763 -1.092 -1.270 0.889 0.131 -0.237 -0.384 -0.139 -0.179 0.302 -0.526 -0.622 1.237 0.628 -0.113 0.264 0.563 0.366 0.477 -0.591 0.850 -0.774 0.839 -0.008 -0.515 -0.899 -1.036 1.319 -1.215 -1.120 -0.046 1.319 -0.456 0.630 -0.759 -0.748 -0.566 -0.592 0.096 0.610 0.435 0.430 0.440 0.542 0.252 0.466 0.417 0.409 0.469 -0.103 -0.214 0.179 0.135 -0.210 0.915 -0.211 -2.445 0.312 0.672 -0.115 0.297 -0.187 -1.432 1.661 -1.469 -1.364 0.258 -0.357 -0.701 -0.456 -0.730 -0.174 0.585 0.306 0.334 0.468 0.441 0.315 0.604 0.686 0.391 0.397 0.394 0.397 0.369


No. 2
Molecular formula: C40H30BaI2N7O4PS2Te
Method: DFT, wB97M-V/def2-TZVPD

ORCA input file:
```
! RIJCOSX wB97M-V def2-TZVPD def2/J DEFGRID3
* xyz -2 1
Ba 0.249 0.726 1.151
O -2.289 -1.808 0.026
N -2.358 -1.774 -1.353
C -2.812 -0.669 -1.756
C -2.993 -0.372 -3.193
C -4.040 -0.924 -3.927
C -4.222 -0.574 -5.254
C -3.358 0.328 -5.859
C -2.305 0.867 -5.139
C -2.105 0.525 -3.804
P -0.670 1.155 -2.805
C 0.653 0.757 -4.013
C 1.801 1.545 -4.095
C 2.825 1.198 -4.969
C 2.762 0.022 -5.694
C 1.651 -0.802 -5.570
C 0.604 -0.431 -4.744
C -0.917 2.953 -3.146
C -0.491 3.599 -4.306
C -0.772 4.943 -4.501
C -1.482 5.655 -3.545
C -1.896 5.024 -2.382
C -1.613 3.680 -2.183
H -1.615 -2.464 0.237
H -3.072 0.124 -1.050
H -4.715 -1.622 -3.450
H -5.040 -1.005 -5.818
H -3.497 0.600 -6.898
H -1.623 1.553 -5.623
H 1.858 2.476 -3.550
H 3.690 1.843 -5.050
H 3.573 -0.253 -6.358
H 1.589 -1.724 -6.138
H -0.269 -1.069 -4.671
H 0.075 3.062 -5.056
H -0.434 5.437 -5.405
H -1.705 6.704 -3.705
H -2.436 5.575 -1.622
H -1.933 3.188 -1.270
I -2.520 -2.591 4.402
C -0.444 -2.784 4.094
C 0.278 -3.673 4.877
C 1.627 -3.825 4.674
I 2.656 -5.244 5.872
C 2.305 -3.097 3.676
C 3.679 -3.207 3.378
C 4.220 -2.485 2.351
C 3.398 -1.597 1.639
N 2.123 -1.445 1.908
C 1.552 -2.180 2.881
C 0.112 -1.998 3.061
O -0.554 -1.225 2.325
H -0.234 -4.246 5.637
H 4.294 -3.873 3.971
H 5.265 -2.584 2.088
H 3.794 -0.993 0.832
O -0.201 1.986 3.108
C -0.376 2.880 2.248
O 0.371 3.060 1.261
C -1.629 3.718 2.343
C -1.690 4.857 3.126
C -2.853 5.615 3.184
C -3.955 5.215 2.439
C -3.904 4.073 1.658
C -2.741 3.288 1.597
S -2.706 1.830 0.653
H -0.816 5.152 3.696
H -2.899 6.507 3.796
H -4.862 5.811 2.459
H -4.769 3.767 1.082
Te 3.560 0.989 -1.017
C 4.728 2.716 -1.247
C 5.788 3.129 -0.486
C 6.454 4.286 -0.969
C 5.902 4.771 -2.113
S 4.554 3.805 -2.592
H 6.079 2.610 0.417
H 7.311 4.739 -0.488
H 6.195 5.622 -2.707
N 3.704 -4.025 -2.462
N 2.538 -3.334 -2.215
N 1.431 -3.525 -2.895
C 0.596 -2.721 -2.244
N 1.194 -2.097 -1.221
N 2.434 -2.498 -1.216
H 3.916 -3.979 -3.450
H 4.427 -3.580 -1.909
H -0.447 -2.594 -2.478
*
```

LUMO in eV: 3.29

In elementary charge units, the Mulliken charges are: 0.960 -0.266 -0.428 -0.461 0.491 -0.557 -0.565 -0.798 0.177 -0.209 1.511 0.460 -1.003 -0.877 -0.573 -0.648 -0.631 0.513 -0.026 -0.976 -0.487 -0.481 -0.263 0.323 0.430 0.491 0.365 0.406 0.304 1.042 0.339 0.370 0.400 0.387 0.390 0.380 0.356 0.497 -0.009 -0.045 -0.361 -0.418 -0.265 -0.063 0.939 -0.489 -1.119 -0.171 0.499 -0.348 0.567 -0.570 0.315 0.151 0.414 0.121 -0.891 0.186 -0.788 0.230 -0.528 -0.510 -0.521 -0.743 0.766 -0.554 0.432 0.348 0.337 0.362 -0.080 -0.057 -0.448 -0.449 -0.555 -0.075 0.358 0.330 0.337 -0.738 1.153 -1.008 -0.329 0.234 -0.394 0.256 0.323 0.525